A single C3H6O3 molecule, computed with ωB97M-V/def2-TZVPD.

Its spin multiplicity is 1. Its relative energy (zero: lowest compared OMol25 entry of this formula, charge and spin) is 13.68 kcal per mole. For the gap between HOMO and LUMO, the calculation gives 11.24 eV. The SMILES is O=C(O)CCO. For the HOMO energy, the calculation gives -10.547 eV.

```
12
Properties=species:S:1:pos:R:3:forces:R:3
O -0.571 2.248 0.574 0.3 1.0 0.3
H 0.447 -0.790 1.566 0.6 0.0 0.1
H 1.761 -1.746 -0.466 -0.2 -0.6 0.3
C -0.594 1.262 -0.086 -0.9 -2.0 -0.4
C 0.523 0.254 -0.289 0.2 1.4 -0.2
O 1.042 -2.121 0.073 0.6 0.7 -0.5
H -0.767 -1.277 0.515 0.0 -0.2 -0.6
H 0.618 0.070 -1.362 -0.1 -0.2 0.0
H 1.402 0.798 0.061 0.2 -0.3 -0.1
O -1.757 0.806 -0.660 0.5 0.8 0.2
H -2.396 1.500 -0.429 -0.2 -0.2 -0.2
C 0.290 -1.005 0.504 -1.0 -0.3 0.9
```
Positions in Å, forces in eV/Å.

Formally, the natural (NBO) partial charges of the atoms, in units of the elementary charge, are as follows:
1 O -0.572
2 H 0.166
3 H 0.464
4 C 0.803
5 C -0.551
6 O -0.696
7 H 0.184
8 H 0.234
9 H 0.230
10 O -0.694
11 H 0.492
12 C -0.059

***

2 unconnected molecules or ions with the total composition C3H6O3S, computed with ωB97M-V/def2-TZVPD.

Its spin multiplicity is 1. Its relative energy (zero: lowest compared OMol25 entry of this formula, charge and spin) is 46.53 kcal per mole. For the gap between HOMO and LUMO, the calculation gives 10.19 eV. For the HOMO energy, the calculation gives -9.708 eV.

```
13
Properties=species:S:1:pos:R:3:forces:R:3
C -0.859 -1.433 -1.887 -0.8 -1.9 2.6
O -0.543 -2.321 -1.096 0.3 0.0 -1.3
C 1.056 1.933 0.778 -2.1 -0.8 -3.1
S -0.741 -0.113 0.914 1.1 0.2 1.3
H 0.770 1.839 -0.362 0.7 0.2 2.2
H 1.738 2.737 0.967 0.3 0.0 0.8
O -0.872 0.332 -0.455 -0.8 0.7 -1.9
H 0.471 1.129 2.655 -0.1 -0.1 -0.2
H -0.137 -0.811 -2.353 0.6 0.5 -0.9
O 0.440 -1.218 0.958 -0.1 -1.0 -0.5
H -1.931 -1.294 -1.919 -0.3 0.5 -1.2
C 0.354 1.129 1.569 1.1 1.0 1.3
H 0.253 -1.908 0.231 0.1 0.8 0.9
```
Positions in Å, forces in eV/Å.

Formally, the natural (NBO) partial charges of the atoms, in units of the elementary charge, are as follows:
1 C 0.332
2 O -0.629
3 C -0.333
4 S 1.535
5 H 0.220
6 H 0.217
7 O -0.995
8 H 0.220
9 H 0.150
10 O -0.919
11 H 0.147
12 C -0.472
13 H 0.527

***

A molecular structure, C3H6O3S, computed with ωB97M-V/def2-TZVPD.

Its spin multiplicity is 1. Its relative energy (zero: lowest compared OMol25 entry of this formula, charge and spin) is 63.44 kcal per mole. For the gap between HOMO and LUMO (alpha / beta), the calculation gives 9.01 / 9.01 eV. For the HOMO energy (alpha / beta), the calculation gives -8.991 / -8.991 eV.

```
13
Properties=species:S:1:pos:R:3:forces:R:3
H -1.370 0.767 1.050 0.0 0.0 0.1
H 0.863 -0.386 1.013 -0.1 -0.2 -0.1
S 1.292 -0.905 -3.258 -0.3 0.1 1.2
H 2.672 0.844 -1.676 0.2 0.1 -0.4
H -0.489 -1.564 1.026 0.1 0.1 -0.1
C -0.958 0.363 0.128 0.1 -0.3 -0.2
C 1.096 -0.791 -1.634 2.8 3.6 1.6
C -0.003 -0.766 0.461 -0.2 0.6 0.8
O 0.384 -1.946 -3.755 -0.2 -0.5 -0.7
H -1.779 0.005 -0.493 0.0 0.0 0.0
O 0.490 -1.434 -0.715 0.3 -0.3 -1.0
O 2.142 0.605 -0.915 -2.7 -3.4 -1.2
H -0.426 1.155 -0.397 0.0 0.1 0.0
```
Positions in Å, forces in eV/Å.

Formally, the natural (NBO) partial charges of the atoms, in units of the elementary charge, are as follows:
1 H 0.228
2 H 0.212
3 S 1.039
4 H 0.460
5 H 0.203
6 C -0.649
7 C 0.318
8 C -0.062
9 O -0.924
10 H 0.220
11 O -0.469
12 O -0.811
13 H 0.236